1.
C40H34Cl3N5O4Ti | ωB97M-V with the def2-TZVPD basis set

For the largest force on an atom, the calculation gives 0.0501 hartree/bohr. The total energy comes out at -4349.61983 hartree. As for the expectation value of S²: 2.03. The energy relative to the best compared isomer or geometry (same formula, charge and spin) comes out at 40.6 kcal/mol. The value obtained for the highest occupied orbital energy (alpha / beta) is -4.611 / -7.729 eV. The spin multiplicity is 3. As for the HOMO-LUMO gap (alpha / beta): 4.7 / 8.2 eV. As for the charge: 0.

Last column: Mulliken spin population.
Element x y z (Å)
H  -8.47  -3.73  1.52  0.000
Cl  -2.99  0.90  -7.42  0.001
C  -4.41  -1.15  -0.90  0.003
C  -3.04  -1.40  -0.31  -0.025
C  -1.14  0.98  4.11  -0.052
H  2.95  -0.50  2.24  0.001
C  -3.18  -6.06  -0.47  0.000
O  -2.16  -1.94  -1.02  0.013
H  -6.78  -0.14  -0.07  0.000
H  3.70  0.17  -0.33  0.001
C  -2.48  0.76  -5.77  0.010
C  -7.75  -1.85  0.78  0.000
C  0.33  3.81  1.20  0.003
Cl  -3.93  -3.94  2.84  0.000
C  -1.23  0.42  -1.73  0.018
H  2.26  -4.28  -1.05  -0.002
H  3.10  -2.02  -0.39  0.003
H  -1.13  -5.49  1.30  -0.011
C  2.31  1.64  -1.00  0.003
C  -1.27  0.69  2.77  0.144
C  1.97  -0.79  1.84  0.038
N  1.22  2.90  0.77  0.000
H  -2.21  -8.32  1.84  0.000
C  0.46  3.28  -1.45  0.001
C  -3.73  -5.05  0.34  -0.011
H  0.33  4.00  2.27  0.001
C  -5.54  -1.87  -0.20  0.001
H  -3.99  2.11  -5.06  0.000
H  -4.59  -0.07  -0.85  0.000
C  1.10  0.19  3.98  -0.043
H  0.54  3.05  -2.51  0.000
H  3.19  2.22  -1.28  -0.002
H  2.07  -0.01  4.41  -0.001
H  3.01  1.19  0.94  0.002
H  -1.54  -3.08  1.77  -0.013
N  -0.30  0.11  2.03  -0.040
C  -6.70  -1.19  0.16  0.000
N  1.86  -0.48  0.41  0.009
H  -3.24  1.90  -2.68  0.002
H  -0.20  -0.84  -3.85  0.003
H  1.94  1.13  -1.89  -0.001
O  -2.77  -1.02  0.87  -0.003
Cl  -3.20  -5.85  -2.19  0.001
C  2.78  0.63  0.05  -0.007
H  -1.10  4.73  -1.71  0.000
O  -0.15  -0.22  -1.47  0.048
C  -0.53  4.48  0.35  0.001
C  -0.74  -3.40  1.12  0.216
O  -1.88  0.89  -0.76  -0.030
H  -4.36  -1.44  -1.95  -0.001
H  -1.24  5.20  0.74  0.000
C  0.07  0.73  4.74  0.084
H  -0.92  -0.63  -6.23  0.000
C  -2.74  1.36  -3.47  0.014
N  0.02  -2.39  0.59  -0.037
C  2.07  -1.63  -0.47  0.004
C  -2.64  -7.22  0.05  0.002
C  -3.08  -6.41  2.26  0.000
C  -1.42  -0.07  -5.45  -0.006
H  -3.01  -6.51  3.33  0.000
H  -1.97  1.41  4.64  -0.002
H  -2.20  0.89  2.25  0.018
C  -1.02  -0.18  -4.13  0.011
N  -4.26  -3.92  -0.26  0.004
H  -3.85  -3.68  -1.15  0.001
H  1.91  -1.29  -1.49  0.009
Ti  -0.85  -0.65  0.27  1.268
C  1.38  -4.06  -0.45  -0.065
C  1.27  2.63  -0.53  0.027
H  0.75  -6.11  -0.23  0.021
C  -2.62  -7.41  1.43  0.001
C  -1.67  0.54  -3.14  0.014
C  -3.15  1.47  -4.79  -0.006
H  -6.43  -4.96  0.89  0.000
H  0.21  0.95  5.79  0.011
C  -0.50  -4.73  0.85  -0.075
C  -7.65  -3.20  1.04  0.000
C  1.11  -2.75  -0.13  0.164
H  -8.65  -1.30  1.05  0.000
C  -0.45  4.22  -1.01  -0.002
C  0.89  -0.12  2.65  0.077
H  1.87  -1.86  2.00  0.008
C  -3.60  -5.23  1.73  0.002
C  -6.51  -3.89  0.70  0.000
C  0.55  -5.08  0.01  0.173
H  -2.26  -7.98  -0.62  0.000
C  -5.44  -3.23  0.10  0.002

***

2.
C4H4N2 | ωB97M-V with the def2-TZVPD basis set

For the largest force on an atom, the calculation gives 0.1533 hartree/bohr. The total energy comes out at -264.18847 hartree. The energy relative to the best compared isomer or geometry (same formula, charge and spin) comes out at 86.6 kcal/mol. As for the SMILES: N#CCC=C=N. The value obtained for the highest occupied orbital energy is -8.814 eV. As for the HOMO-LUMO gap: 9.4 eV. As for the charge: 0.

Last column: Löwdin charge in e.
Element x y z (Å)
C  0.46  -0.95  0.05  -0.084
C  -1.14  -0.61  0.07  -0.091
H  0.69  -1.87  0.33  0.038
N  -1.70  1.91  -0.13  0.153
N  2.00  1.03  -0.16  0.167
H  -1.14  -0.71  -1.04  0.100
H  -1.63  -1.35  0.63  0.095
C  1.32  0.06  0.00  -0.223
H  2.45  1.62  0.56  0.100
C  -1.32  0.86  -0.31  -0.254

***

3.
BrNa | ωB97M-V with the def2-TZVPD basis set

For the largest force on an atom, the calculation gives 0.0220 hartree/bohr. The total energy comes out at -2736.35623 hartree. The energy relative to the best compared isomer or geometry (same formula, charge and spin) comes out at 5.4 kcal/mol. The value obtained for the highest occupied orbital energy is -8.104 eV. As for the HOMO-LUMO gap: 6.7 eV. As for the charge: 0.

Last column: Löwdin charge in e.
Element x y z (Å)
Na  -8.20  12.82  -19.93  0.542
Br  -9.63  13.55  -22.34  -0.542

***

4.
C33H24AuN7S4 | ωB97M-V with the def2-TZVPD basis set

For the largest force on an atom, the calculation gives 0.0120 hartree/bohr. The total energy comes out at -3383.57288 hartree. The energy relative to the best compared isomer or geometry (same formula, charge and spin) comes out at 11.9 kcal/mol. The value obtained for the highest occupied orbital energy is -7.411 eV. As for the HOMO-LUMO gap: 6.3 eV. As for the charge: 0.

Last column: Löwdin charge in e.
Element x y z (Å)
H  -0.02  -1.51  -3.86  0.035
C  -2.39  3.05  1.72  -0.055
H  -4.65  0.68  1.75  0.127
C  2.02  0.05  0.57  -0.052
H  -0.69  -4.08  -3.90  0.120
C  -1.84  3.97  2.60  -0.093
C  -2.80  -2.86  -1.52  -0.092
C  -1.63  -3.08  -2.24  -0.418
C  2.96  0.62  2.71  -0.086
C  3.08  -5.28  -1.65  -0.072
H  1.66  1.71  4.04  0.112
H  4.13  2.12  -0.74  0.124
C  -3.95  -4.35  -3.01  -0.062
H  0.04  4.75  0.11  0.111
C  2.29  -3.11  -2.32  -0.078
C  3.31  -4.05  -2.26  -0.064
C  1.98  4.21  0.84  -0.185
C  3.14  3.47  0.59  -0.183
C  2.16  2.61  -1.44  -0.694
S  2.20  1.49  -2.81  0.558
H  3.79  0.62  3.40  0.107
C  1.80  4.94  2.07  -0.175
H  4.02  -0.43  1.17  0.110
H  -3.81  0.97  3.98  0.109
H  2.45  -2.14  -2.79  0.097
C  -3.96  -3.51  -1.91  -0.055
N  -0.23  0.59  -0.02  0.019
C  1.83  -5.57  -1.11  -0.067
C  1.76  1.23  3.07  -0.062
S  -0.38  3.21  -2.29  0.579
Au  -0.10  0.94  -2.62  0.478
N  1.62  5.51  3.05  0.179
C  -1.61  -3.91  -3.35  -0.075
C  -3.26  1.82  3.59  -0.041
H  -0.16  -4.86  -0.75  0.117
N  -3.61  0.73  0.08  0.020
H  -2.80  -2.18  -0.67  0.100
C  0.81  -4.64  -1.17  -0.078
C  1.06  -3.42  -1.79  -0.392
H  4.28  -3.83  -2.68  0.110
N  -3.77  1.01  1.40  -0.004
C  3.23  2.70  -0.56  -0.066
C  1.01  3.36  -1.20  -0.669
H  1.66  -6.53  -0.63  0.110
C  -2.78  -4.55  -3.74  -0.063
S  -2.41  0.64  -2.24  0.527
H  -2.82  2.61  5.53  0.102
C  0.94  4.17  -0.08  -0.057
N  0.18  -1.13  -2.95  -0.466
H  -2.77  -5.21  -4.60  0.110
H  -1.53  4.53  4.65  0.102
H  -0.25  1.73  2.45  0.093
C  3.09  0.03  1.46  -0.078
S  -0.20  -2.14  -1.77  1.024
H  -1.29  4.81  2.21  0.091
H  -4.86  -4.85  -3.32  0.109
H  -2.28  3.20  0.65  0.101
N  5.05  3.37  2.34  0.181
N  -1.35  0.86  0.43  0.045
C  -2.70  2.74  4.46  -0.091
C  0.69  1.24  2.19  -0.001
H  3.87  -6.01  -1.60  0.108
C  -1.97  3.82  3.98  -0.096
C  4.21  3.42  1.56  -0.177
H  -4.88  -3.35  -1.36  0.113
C  -3.11  1.96  2.22  -0.259
C  -2.44  0.77  -0.46  -0.768
C  0.82  0.64  0.94  -0.240
H  2.12  -0.36  -0.43  0.083

***

- Look up the energy relative to the best compared isomer or geometry (same formula, charge and spin) of the second one.
  86.6 kcal/mol

***

- Which value of charge does entry 4 give?
  0

***

- Among the records above, which one has the lowest energy relative to the best compared isomer or geometry (same formula, charge and spin)?
  BrNa